1.
C42H56F15N5O10 | ωB97M-V/def2-TZVPD

```
128
Properties=species:S:1:pos:R:3
N -17.12 -8.73 -7.04
C -17.61 -8.95 -5.82
C -17.84 -7.98 -4.86
C -17.86 -6.68 -5.33
C -17.51 -6.41 -6.65
C -17.17 -7.49 -7.46
H -17.57 -9.98 -5.50
H -18.07 -8.20 -3.87
H -18.32 -5.92 -4.74
H -17.59 -5.38 -7.04
H -16.95 -7.32 -8.52
N -20.96 -1.07 -3.17
C -21.99 -0.19 -3.34
C -22.80 0.18 -2.29
C -22.50 -0.17 -0.99
C -21.47 -1.07 -0.80
C -20.77 -1.54 -1.89
H -22.31 0.08 -4.36
H -23.55 0.94 -2.52
H -23.13 0.26 -0.18
H -21.35 -1.44 0.15
H -20.07 -2.34 -1.74
C -22.91 -6.67 -5.46
C -21.74 -5.91 -4.80
C -21.97 -4.48 -4.34
C -22.37 -3.54 -5.39
N -22.78 -2.66 -6.04
H -23.74 -6.94 -4.83
H -22.48 -7.61 -5.74
H -23.19 -6.21 -6.47
H -21.00 -5.88 -5.63
H -21.36 -6.51 -3.97
H -21.11 -4.11 -3.81
H -22.76 -4.35 -3.57
C -26.88 -1.52 -6.97
C -26.66 -2.99 -6.55
C -27.82 -3.48 -5.69
C -27.76 -2.66 -4.46
N -27.75 -1.83 -3.67
H -26.07 -1.27 -7.61
H -26.94 -0.80 -6.12
H -27.78 -1.43 -7.51
H -25.68 -3.22 -6.07
H -26.55 -3.47 -7.56
H -27.67 -4.55 -5.39
H -28.90 -3.29 -6.05
C -17.57 -0.35 -5.73
C -18.64 -0.39 -6.80
C -19.79 -1.41 -6.49
C -19.18 -2.64 -5.90
N -18.66 -3.61 -5.57
H -16.96 -1.28 -5.53
H -18.07 -0.08 -4.81
H -16.79 0.36 -5.98
H -18.18 -0.43 -7.83
H -19.21 0.53 -6.88
H -20.28 -1.65 -7.44
H -20.49 -1.12 -5.69
C -22.10 -7.99 1.00
C -22.88 -7.58 -0.23
O -24.15 -6.95 0.13
C -24.44 -5.78 -0.36
O -23.87 -5.17 -1.26
C -25.56 -5.23 0.62
F -25.99 -6.21 1.46
F -24.98 -4.26 1.35
F -26.66 -4.69 0.11
H -21.98 -7.12 1.70
H -21.12 -8.24 0.67
H -22.47 -8.85 1.58
H -23.10 -8.52 -0.82
H -22.27 -6.89 -0.79
C -20.76 -7.73 -12.86
C -20.93 -8.36 -11.42
O -20.69 -7.41 -10.36
C -21.72 -6.55 -10.25
O -22.71 -6.36 -10.89
C -21.35 -5.50 -9.13
F -22.45 -4.86 -8.81
F -20.78 -6.08 -7.98
F -20.51 -4.59 -9.66
H -20.12 -6.80 -12.70
H -21.68 -7.37 -13.35
H -20.20 -8.37 -13.51
H -20.26 -9.27 -11.24
H -21.96 -8.70 -11.41
C -21.21 -13.74 -2.93
C -20.93 -12.25 -3.33
O -22.03 -11.76 -4.17
C -23.00 -11.23 -3.50
O -23.11 -11.03 -2.31
C -24.04 -10.79 -4.51
F -23.71 -10.87 -5.81
F -25.17 -11.49 -4.33
F -24.41 -9.50 -4.28
H -21.41 -14.23 -3.89
H -21.95 -14.00 -2.16
H -20.24 -14.09 -2.57
H -19.96 -12.16 -3.87
H -20.92 -11.46 -2.54
C -16.77 -3.82 -2.55
C -18.18 -4.26 -2.48
O -18.60 -4.29 -1.07
C -18.80 -5.45 -0.50
O -18.90 -6.53 -1.04
C -19.05 -5.18 0.99
F -18.47 -4.02 1.38
F -20.38 -5.07 1.35
F -18.58 -6.16 1.73
H -16.68 -2.83 -2.10
H -16.43 -3.66 -3.59
H -16.01 -4.47 -2.12
H -18.41 -5.20 -3.06
H -18.76 -3.55 -2.96
C -29.41 -1.42 -0.16
C -28.33 -2.34 -0.45
O -27.09 -1.78 0.09
C -27.11 -1.55 1.39
O -27.86 -1.98 2.21
C -25.95 -0.63 1.85
F -26.02 -0.29 3.10
F -24.80 -1.28 1.64
F -26.05 0.45 1.09
H -29.74 -1.37 0.86
H -30.35 -1.81 -0.66
H -29.23 -0.41 -0.56
H -28.12 -2.47 -1.47
H -28.50 -3.31 0.06
```

Computed properties:
Kohn-Sham gap: 9.90 eV
Structure (SMILES): CCOC(=O)C(F)(F)F.CCOC(=O)C(F)(F)F.CCOC(=O)C(F)(F)F.CCOC(=O)C(F)(F)F.CCOC(=O)C(F)(F)F.c1ccncc1.c1ccncc1.CCCC#N.CCCC#N.CCCC#N

---

2.
C42H56N3O3PSbTi | ωB97M-V/def2-TZVPD

```
107
Properties=species:S:1:pos:R:3
Ti 0.38 -0.06 0.33
O -4.75 1.63 -0.41
C -3.99 2.61 -0.93
C -4.66 3.68 -1.53
C -3.94 4.74 -2.06
C -2.55 4.75 -2.02
C -1.88 3.68 -1.46
C -2.59 2.60 -0.91
C -1.83 1.49 -0.31
O -0.57 1.40 -0.54
N -2.45 0.71 0.56
N -1.51 -0.02 1.27
C -1.95 -0.65 2.29
C -1.10 -1.11 3.39
C -1.75 -1.58 4.54
C -1.06 -1.87 5.70
C 0.32 -1.67 5.74
C 0.99 -1.23 4.62
C 0.30 -0.99 3.44
O 1.00 -0.62 2.31
H -4.15 1.04 0.11
H -5.74 3.67 -1.54
H -4.47 5.57 -2.50
H -1.99 5.58 -2.43
H -0.80 3.65 -1.42
H -3.03 -0.71 2.44
H -2.82 -1.69 4.51
H -1.58 -2.24 6.56
H 0.87 -1.85 6.66
H 2.06 -1.09 4.63
C 3.39 0.91 2.89
C 3.82 -0.48 2.42
C 4.90 -0.33 1.33
P 2.43 -1.44 1.66
C 2.53 -3.06 2.53
C 3.74 -3.76 1.89
C 1.28 -3.91 2.34
C 0.00 -1.89 -0.49
C -0.74 -3.06 -0.53
C -0.59 -3.98 -1.57
C -1.35 -5.28 -1.59
C 0.27 -3.64 -2.61
C 1.03 -2.48 -2.61
C 0.95 -1.63 -1.50
N 1.65 -0.44 -1.24
C 2.78 0.03 -1.88
C 3.05 1.41 -1.85
C 2.31 2.34 -0.94
C 4.06 1.94 -2.65
C 4.88 1.14 -3.44
C 5.92 1.73 -4.35
C 4.74 -0.23 -3.29
C 3.76 -0.80 -2.49
C 3.90 -2.27 -2.16
H 4.28 1.49 3.15
H 2.73 0.89 3.76
H 2.88 1.45 2.09
H 4.23 -1.06 3.25
H 4.51 0.23 0.48
H 5.25 -1.29 0.95
H 5.76 0.20 1.74
H 2.73 -2.91 3.59
H 3.57 -3.93 0.82
H 3.88 -4.72 2.37
H 4.67 -3.19 2.00
H 1.01 -3.98 1.28
H 0.42 -3.52 2.88
H 1.47 -4.92 2.71
H -1.47 -3.27 0.25
H -1.66 -5.57 -0.59
H -0.75 -6.09 -2.01
H -2.26 -5.21 -2.21
H 0.35 -4.31 -3.46
H 1.65 -2.24 -3.46
H 1.92 1.82 -0.05
H 1.45 2.81 -1.42
H 2.98 3.12 -0.57
H 4.22 3.01 -2.64
H 5.91 2.82 -4.29
H 5.75 1.45 -5.39
H 6.93 1.39 -4.08
H 5.44 -0.89 -3.79
H 4.93 -2.44 -1.82
H 3.74 -2.92 -3.02
H 3.23 -2.59 -1.37
C -1.97 -1.30 -4.37
C -1.79 -0.21 -3.32
Sb -0.32 1.31 -3.81
C 0.67 0.26 -5.42
C 1.80 1.10 -6.00
C -1.76 2.30 -5.10
C -1.34 3.69 -5.56
H -2.75 -2.01 -4.08
H -1.05 -1.87 -4.52
H -2.26 -0.88 -5.34
H -1.54 -0.65 -2.36
H -2.72 0.34 -3.19
H -0.07 -0.01 -6.18
H 1.07 -0.67 -5.01
H 1.43 2.04 -6.42
H 2.32 0.57 -6.81
H 2.54 1.34 -5.24
H -2.69 2.35 -4.53
H -1.95 1.65 -5.96
H -1.16 4.35 -4.71
H -2.10 4.16 -6.18
H -0.42 3.66 -6.14
```

Computed properties:
Energy relative to the best compared isomer or geometry (same formula, charge and spin): 3.431 eV
2S+1: 2
<S²>: 0.763
Kohn-Sham gap (alpha / beta): 5.65 / 5.62 eV

---

3.
C42H57BCl3IN10OS3Y | ωB97M-V/def2-TZVPD

```
119
Properties=species:S:1:pos:R:3
Y 0.73 -0.55 -0.03
C 0.31 2.04 -5.25
C -0.67 2.57 -4.25
C -1.45 3.66 -4.50
C -2.38 4.14 -3.54
N -2.53 3.51 -2.41
N -1.79 2.42 -2.18
B -2.13 1.72 -0.85
N -3.00 2.56 0.12
N -4.29 2.85 0.09
C -4.70 3.62 1.09
C -3.79 4.08 2.08
C -2.46 3.75 2.09
C -1.46 4.22 3.10
C -2.11 2.91 1.03
S -0.65 2.13 0.42
C -6.17 4.00 1.12
C -6.95 3.30 0.01
C -6.75 3.61 2.49
C -6.26 5.53 0.93
N -2.85 0.35 -1.14
N -3.72 0.66 -2.13
C -4.62 -0.22 -2.48
C -4.67 -1.48 -1.84
C -3.79 -1.80 -0.85
C -3.83 -3.13 -0.15
C -2.83 -0.81 -0.48
S -1.72 -1.13 0.80
C -5.59 0.14 -3.58
C -5.42 -0.87 -4.73
C -7.02 0.07 -3.02
C -5.32 1.55 -4.10
C -0.86 1.93 -2.99
S 0.06 0.51 -2.56
C -3.21 5.38 -3.80
C -2.25 6.58 -3.93
C -3.98 5.20 -5.11
C -4.19 5.63 -2.66
H 0.34 2.68 -6.13
H 1.31 1.99 -4.82
H 0.04 1.03 -5.55
H -1.35 4.17 -5.45
H -4.17 4.73 2.86
H -1.94 4.80 3.88
H -0.94 3.38 3.56
H -0.71 4.85 2.62
H -6.90 2.21 0.12
H -7.99 3.60 0.07
H -6.57 3.56 -0.98
H -6.68 2.53 2.65
H -6.26 4.12 3.31
H -7.81 3.88 2.52
H -5.83 5.83 -0.03
H -7.31 5.83 0.94
H -5.76 6.07 1.73
H -5.42 -2.21 -2.14
H -4.56 -3.78 -0.63
H -2.85 -3.61 -0.16
H -4.11 -3.00 0.90
H -5.62 -1.89 -4.41
H -6.11 -0.64 -5.53
H -4.40 -0.83 -5.14
H -7.27 -0.94 -2.67
H -7.15 0.76 -2.19
H -7.73 0.33 -3.80
H -4.32 1.64 -4.54
H -6.05 1.79 -4.87
H -5.41 2.29 -3.30
H -1.54 6.45 -4.75
H -2.82 7.49 -4.13
H -1.69 6.73 -3.00
H -3.33 5.12 -5.98
H -4.62 4.31 -5.08
H -4.63 6.06 -5.27
H -3.67 5.78 -1.71
H -4.76 6.53 -2.88
H -4.88 4.80 -2.53
Cl 3.09 -3.23 6.35
C 2.53 -2.30 5.02
C 2.95 -2.61 3.74
C 2.47 -1.82 2.72
Cl 2.90 -2.19 1.03
C 1.59 -0.75 2.88
O 1.19 -0.04 1.82
C 1.18 -0.49 4.18
Cl 0.06 0.80 4.47
C 1.64 -1.25 5.25
H 3.62 -3.43 3.56
H 1.30 -1.03 6.25
C 5.14 1.82 0.47
C 3.74 1.21 0.73
N 3.00 1.04 -0.54
C 2.70 2.39 -1.08
C 3.98 3.24 -1.17
N 5.15 2.32 -0.95
C 5.08 1.17 -1.91
C 3.84 0.33 -1.52
H 5.94 1.09 0.56
H 5.36 2.67 1.12
H 3.15 1.85 1.39
H 3.85 0.25 1.22
H 1.98 2.88 -0.44
H 2.24 2.26 -2.06
H 4.04 4.01 -0.40
H 4.12 3.71 -2.14
H 6.02 2.84 -1.11
H 6.01 0.61 -1.83
H 5.01 1.59 -2.91
H 4.16 -0.61 -1.07
H 3.25 0.11 -2.40
I -1.49 -4.96 -4.10
C -0.14 -4.05 -2.86
C 1.15 -4.44 -2.57
N 1.64 -3.54 -1.70
N 0.74 -2.59 -1.38
C -0.35 -2.91 -2.08
H 1.73 -5.28 -2.91
H 2.53 -3.59 -1.23
H -1.25 -2.31 -2.02
```

Computed properties:
Energy relative to the best compared isomer or geometry (same formula, charge and spin): 0.185 eV
Total charge: +3
Kohn-Sham gap: 7.77 eV

---

4.
C42H58CrN2O6SSiTe | ωB97M-V/def2-TZVPD

```
112
Properties=species:S:1:pos:R:3
Cr 0.06 -0.12 0.46
O -1.30 1.29 0.97
N -1.71 1.41 2.22
C -2.54 2.45 2.48
C -3.04 2.68 3.73
C -2.67 1.80 4.75
C -1.83 0.75 4.48
C -1.31 0.53 3.18
S -0.24 -0.73 2.80
H -2.74 3.06 1.60
H -3.69 3.52 3.89
H -3.05 1.94 5.76
H -1.52 0.06 5.25
C 3.32 -0.46 -2.45
C 3.59 -1.95 -2.30
C 2.41 -2.75 -2.83
C 4.87 -2.34 -3.05
O 3.83 -2.30 -0.93
Si 3.00 -1.83 0.42
O 1.51 -1.39 0.15
O 3.14 -3.10 1.47
C 2.69 -4.44 1.32
C 2.55 -4.99 2.74
C 1.34 -4.50 0.60
C 3.74 -5.24 0.55
O 3.83 -0.60 1.16
C 5.21 -0.43 1.44
C 5.89 0.19 0.22
C 5.29 0.53 2.62
C 5.88 -1.75 1.80
H 3.16 -0.20 -3.50
H 4.16 0.12 -2.07
H 2.42 -0.19 -1.90
H 2.21 -2.51 -3.87
H 1.52 -2.52 -2.25
H 2.61 -3.83 -2.75
H 4.76 -2.15 -4.12
H 5.08 -3.40 -2.90
H 5.71 -1.76 -2.67
H 1.79 -4.42 3.28
H 3.50 -4.89 3.26
H 2.26 -6.04 2.72
H 0.62 -3.86 1.11
H 0.96 -5.53 0.59
H 1.44 -4.16 -0.43
H 4.68 -5.24 1.10
H 3.91 -4.78 -0.43
H 3.41 -6.27 0.41
H 5.41 1.13 -0.04
H 5.82 -0.49 -0.63
H 6.95 0.38 0.43
H 4.83 1.48 2.36
H 6.33 0.71 2.91
H 4.75 0.11 3.47
H 5.86 -2.44 0.95
H 5.36 -2.23 2.63
H 6.92 -1.58 2.08
C 4.20 6.25 -6.68
C 3.44 5.38 -5.71
C 2.17 4.91 -6.01
C 1.46 4.10 -5.12
C 0.11 3.60 -5.54
C 2.03 3.79 -3.88
Te 0.74 2.58 -2.52
N 0.04 0.65 -1.49
C -0.39 0.00 -2.56
O -0.12 0.27 -3.76
C -1.44 -1.07 -2.31
C -1.25 -2.14 -1.45
C -2.26 -3.08 -1.27
C -3.46 -2.96 -1.94
C -3.65 -1.89 -2.80
C -2.65 -0.95 -2.99
C 1.01 3.90 -0.87
C 0.47 5.20 -0.98
C -0.23 5.70 -2.21
C 0.63 6.09 0.08
C 1.28 5.74 1.25
C 1.40 6.71 2.39
C 1.81 4.46 1.34
C 1.69 3.54 0.30
C 2.32 2.20 0.48
C 3.33 4.21 -3.58
C 4.04 3.80 -2.33
C 4.01 5.01 -4.50
H 3.60 6.46 -7.57
H 5.12 5.77 -7.00
H 4.47 7.21 -6.23
H 1.72 5.15 -6.97
H -0.04 3.77 -6.61
H -0.69 4.11 -5.00
H -0.01 2.53 -5.35
H -0.31 -2.25 -0.92
H -2.09 -3.92 -0.60
H -4.25 -3.69 -1.79
H -4.59 -1.78 -3.33
H -2.78 -0.13 -3.68
H -0.88 4.94 -2.65
H 0.49 5.98 -2.98
H -0.84 6.57 -1.97
H 0.21 7.09 -0.02
H 1.14 7.72 2.09
H 2.42 6.72 2.79
H 0.74 6.42 3.22
H 2.34 4.17 2.24
H 2.90 2.14 1.40
H 2.94 1.91 -0.36
H 1.53 1.44 0.55
H 3.98 2.72 -2.19
H 3.61 4.26 -1.44
H 5.10 4.08 -2.37
H 5.02 5.34 -4.26
```

Computed properties:
Energy relative to the best compared isomer or geometry (same formula, charge and spin): 0.000 eV
Total charge: -1
2S+1: 6
<S²>: 8.774
Kohn-Sham gap (alpha / beta): 6.31 / 7.24 eV

---

Computed largest force on an atom (eV/A) in order:
3.5, 1.3, 2.3, 0.3